# 1
Entry from the Open Molecules 2025 dataset: C24H49CdClN2O7P2 as an isolated structure (ωB97M-V/def2-TZVPD).

Summary:
**Charge**: 0
**E**: -2890.83817 a.u.
**LUMO**: 0.2 eV
**Relative energy (zero: lowest compared OMol25 entry of this formula, charge and spin)**: 4.11 kcal per mole

Each line ends with the Löwdin charge.
Cartesian coordinates (Å):
H: -3.987 0.936 3.219  0.091
C: 5.591 0.823 -0.237  -0.711
C: 3.959 -1.416 3.118  -0.060
H: -0.340 -1.819 -3.860  0.072
H: -4.610 3.139 -3.090  0.091
H: -1.404 3.341 1.909  0.075
H: 3.805 -1.699 4.163  0.075
C: 0.987 -3.900 -1.416  -0.035
H: 0.971 -1.776 -1.706  0.110
H: 3.997 1.769 -1.249  0.085
C: -3.760 2.585 -2.696  -0.048
H: -2.974 -4.156 -1.024  0.075
H: -3.474 -2.037 -2.180  0.133
C: 1.665 -2.306 2.863  -0.106
C: 3.053 -2.274 2.208  -0.699
H: -2.390 0.123 -2.298  0.067
C: -3.952 1.001 2.133  -0.028
H: 7.146 -0.472 0.570  0.096
C: -2.715 3.559 -2.173  -0.411
H: 0.950 -2.784 2.191  0.061
C: 4.348 0.854 -0.778  -0.307
H: 1.180 -2.725 -3.962  0.091
H: -4.647 -4.154 -1.616  0.089
H: -3.739 3.919 -0.311  0.067
H: 0.914 4.840 0.248  0.066
H: -4.110 1.944 -1.884  0.067
C: -3.859 -2.204 -1.169  -0.447
O: -1.537 2.881 -1.676  -0.159
C: 5.323 -1.501 0.267  -0.087
P: -1.439 -1.268 -0.542  0.448
Cl: 6.624 2.233 -0.309  0.566
O: -0.693 -0.959 0.687  -0.312
N: 3.489 -0.187 -0.819  -0.126
C: 2.740 3.855 0.840  -0.306
C: 6.111 -0.416 0.253  -0.143
H: 0.258 -4.713 -1.439  0.087
C: 0.197 -2.696 -3.493  -0.038
H: -2.478 5.104 -0.694  0.090
H: -5.068 -0.415 -1.125  0.071
H: 1.383 5.141 1.929  0.075
C: -3.954 -3.696 -0.910  -0.033
H: 1.329 -3.715 -0.396  0.060
H: 4.547 -3.805 1.741  0.058
C: 3.565 -3.730 2.202  -0.055
H: 3.578 4.010 1.518  0.117
O: -2.940 -1.619 -0.215  -0.174
H: 1.690 -2.851 3.808  0.077
H: 5.724 -2.464 0.552  0.086
H: 5.009 -1.546 2.877  0.062
H: -2.283 2.869 3.371  0.092
O: 2.129 2.629 1.232  -0.172
O: -0.099 1.769 0.027  -0.316
C: 3.881 -1.469 -0.168  -0.458
C: 1.763 5.016 0.913  -0.082
P: -1.387 1.666 -0.678  0.473
H: 1.293 2.563 0.744  -0.013
H: 1.851 -4.182 -2.018  0.089
H: 3.760 -2.243 -0.949  0.103
H: -2.324 4.152 -3.001  0.144
H: -3.152 3.644 2.033  0.082
H: -1.811 0.898 1.956  0.123
H: 3.144 3.773 -0.174  0.102
C: -3.278 4.493 -1.113  -0.037
O: -2.680 1.681 0.232  -0.192
Cd: 1.760 0.004 0.599  1.467
C: 0.358 -2.643 -1.985  -0.434
C: -5.188 -1.493 -1.002  -0.035
H: -0.608 0.139 -2.326  0.084
H: 3.711 -0.358 2.994  0.069
H: -4.081 0.005 1.712  0.068
N: 2.826 -1.792 0.843  -0.149
H: -4.308 -3.873 0.106  0.092
H: 1.317 -1.284 3.058  0.052
C: -2.348 2.949 2.287  -0.032
H: -0.359 -3.589 -3.778  0.089
H: -5.900 -1.857 -1.742  0.088
H: -5.588 -1.681 -0.005  0.089
H: 3.640 -4.114 3.223  0.076
O: -0.980 -2.504 -1.414  -0.190
H: 2.876 -4.360 1.635  0.071
C: -2.620 1.578 1.696  -0.415
H: 2.253 5.941 0.607  0.075
C: -1.492 0.156 -1.684  -0.189
H: -3.349 1.969 -3.497  0.083
H: -4.766 1.644 1.791  0.089
H: -4.026 5.151 -1.555  0.089

***

# 2
Entry from the Open Molecules 2025 dataset: a 4-piece molecular cluster, C24H49N2O6 overall (ωB97M-V/def2-TZVPD).

Summary:
**Charge**: -1
**E**: -1504.66277 a.u.
**LUMO**: 2.3 eV

Each line ends with the Löwdin charge.
Cartesian coordinates (Å):
H: 0.804 -1.098 -0.991  0.035
C: -3.885 -0.302 3.084  -0.158
H: 2.827 1.781 1.902  0.123
O: 3.639 4.855 -0.295  -0.022
N: 3.583 3.499 0.108  -0.119
H: -2.890 -0.955 -0.087  0.073
H: -4.849 -1.616 4.415  0.107
H: 0.280 2.638 -0.684  0.081
H: -0.066 -1.771 4.478  0.080
C: 4.581 2.614 -0.601  -0.476
C: -2.511 1.344 1.857  -0.056
H: 5.859 3.508 0.810  0.090
H: -4.077 -2.315 -3.380  0.095
C: 1.192 -1.903 -1.631  -0.136
H: 0.577 3.895 1.714  0.080
H: -0.582 -1.299 -3.842  0.118
H: -1.762 1.488 1.077  0.072
O: -0.584 -0.747 1.461  -0.017
H: 1.614 2.295 -1.629  0.066
H: -0.490 -3.472 4.120  0.082
H: -2.412 -0.168 -4.707  0.149
H: -0.021 -0.185 2.009  0.090
H: -3.007 -3.318 4.395  0.117
H: -3.410 0.350 3.824  0.114
H: -3.961 0.458 0.095  0.074
H: 4.535 5.120 -0.063  0.079
C: 2.227 3.055 0.368  -0.525
H: 1.577 5.010 0.930  0.076
H: 4.872 0.420 -0.593  0.122
H: 6.123 4.134 -0.858  0.078
C: 5.937 3.249 -0.249  -0.042
H: -3.479 -0.927 -2.447  0.067
C: -0.375 -2.471 3.706  -0.038
H: -4.392 -1.208 0.702  0.075
H: 6.772 2.553 -0.315  0.085
H: 0.745 -3.581 -0.434  0.071
H: 5.047 1.143 0.966  0.114
C: 3.042 0.604 0.182  -0.156
C: -1.695 -2.210 2.948  -0.491
H: 2.621 0.443 -0.807  0.083
O: -2.168 -2.975 -7.359  0.152
C: -3.613 -0.455 0.567  -0.022
H: -4.647 -0.729 -3.727  0.080
H: 1.122 3.921 -1.424  0.085
H: 1.161 -1.637 -2.693  0.041
O: -3.136 -1.891 -5.641  0.071
C: -3.743 -1.276 -3.444  -0.027
H: -2.858 -3.251 1.428  0.073
C: -1.846 -3.283 1.835  -0.012
H: -0.656 -3.060 -1.599  0.051
H: 3.196 -0.303 0.760  0.118
C: 1.301 3.003 -0.853  -0.034
H: 3.724 3.470 -2.446  0.079
H: 1.240 1.350 1.160  0.102
C: 0.424 -3.231 -1.436  -0.577
H: -2.510 -1.745 4.926  0.112
O: 0.705 -4.282 -2.284  -0.404
C: 4.478 1.228 0.040  -0.130
C: -2.128 -2.541 -6.255  -0.558
H: -1.084 -3.142 1.066  0.063
H: -1.550 -2.696 -3.375  0.115
C: -4.138 -1.711 3.595  -0.181
H: -4.885 0.114 2.922  0.120
H: 3.555 1.800 -2.361  0.070
C: -2.787 -2.312 4.030  -0.151
C: -2.660 -1.211 -4.487  -0.322
H: -2.086 1.817 2.753  0.081
C: 1.612 4.018 1.386  -0.039
H: -4.481 -2.408 2.825  0.103
H: 0.367 -2.528 2.904  0.080
C: -2.905 -0.145 1.911  -0.501
N: -1.708 -0.886 2.299  -0.108
C: -1.359 -1.980 -4.176  -0.088
C: 4.269 2.582 -2.109  -0.020
H: -1.726 -4.314 2.183  0.085
H: -3.398 1.974 1.737  0.083
O: -1.042 -2.527 -5.441  0.081
C: 2.274 1.650 0.965  -0.148
H: 2.231 4.040 2.286  0.084
H: 2.246 -1.956 -1.334  0.049
H: 5.204 2.597 -2.670  0.081

***

# 3
Entry from the Open Molecules 2025 dataset: a 8-piece molecular cluster, C24H50BNO10S7 overall (ωB97M-V/def2-TZVPD).

Summary:
**Charge**: 0
**E**: -4563.45710 a.u.
**LUMO**: -0.5 eV

Each line ends with the Löwdin charge.
Cartesian coordinates (Å):
S: 2.294 -6.255 -3.274  0.831
H: -0.479 2.094 5.677  0.057
H: -4.457 -3.010 2.536  0.047
H: 0.014 1.377 8.828  0.051
C: 0.121 2.677 -2.876  -0.046
C: 0.638 1.961 9.506  -0.276
H: -5.826 2.652 -0.511  0.053
H: 5.125 -0.872 0.870  0.055
H: -2.715 -1.296 -6.282  0.062
H: -5.852 3.924 -2.771  0.053
C: -1.618 -1.370 0.889  -0.262
N: 0.143 3.830 -5.285  0.096
S: -0.397 3.014 10.547  0.807
H: 4.470 0.760 0.598  0.024
H: -0.703 1.013 11.841  0.051
C: 2.138 -2.015 -1.008  0.024
C: 2.570 -6.854 -1.593  -0.266
S: -4.078 2.431 -2.144  0.814
H: 3.537 -6.505 -1.227  0.059
O: 2.241 -0.554 1.044  0.013
H: 1.099 -1.454 -6.609  0.054
H: 1.274 -3.377 -2.592  0.077
C: 5.298 0.194 1.025  -0.273
O: -2.972 -0.499 3.015  -0.565
C: -3.794 -2.689 1.731  -0.269
H: 3.822 -6.741 -5.041  0.051
H: -0.373 -2.090 -5.835  0.056
O: -0.691 4.443 4.056  -0.565
O: -1.740 4.492 -3.615  0.071
H: 5.372 0.411 2.091  0.060
H: -0.087 -2.359 -7.581  0.053
O: -3.469 1.244 -2.818  -0.545
H: -5.962 1.116 -1.419  0.056
H: -2.025 2.254 6.565  0.054
H: -4.775 3.543 -4.137  0.045
C: 7.900 -0.450 1.086  -0.279
H: 1.494 4.247 -1.782  0.108
C: -1.205 2.797 6.091  -0.283
H: -1.951 5.038 -4.414  0.107
O: -0.746 0.744 -5.910  -0.561
H: -2.505 -1.539 -8.043  0.052
H: 1.232 1.296 10.137  0.051
H: -4.345 -2.049 1.040  0.054
H: -0.740 -0.756 1.096  0.045
H: -4.729 1.298 -0.146  0.043
S: -2.418 -1.771 2.456  0.822
H: 3.694 -8.102 -3.901  0.053
C: 1.160 -2.412 -1.975  0.020
H: -1.307 -2.290 0.392  0.052
S: 6.823 0.696 0.199  0.804
H: 2.596 2.340 -0.159  0.093
H: -1.136 0.899 -3.816  0.081
H: -2.110 2.099 11.934  0.049
C: 1.359 0.573 -1.046  -0.048
H: 1.138 3.992 -5.019  0.074
C: 1.795 2.043 -0.908  0.005
H: 0.157 2.842 -5.629  0.046
S: -0.802 -0.110 -7.136  0.849
C: -2.502 2.505 3.764  -0.285
H: -5.986 2.348 -3.610  0.055
C: 1.964 -0.642 -0.176  -0.297
S: -1.858 3.852 4.779  0.806
B: -0.562 3.739 -3.937  -0.490
C: 0.282 0.142 -2.112  -0.024
H: -3.168 -0.007 -7.425  0.051
H: 7.564 -1.477 0.927  0.055
H: -3.411 -3.566 1.207  0.053
O: 2.515 -4.775 -3.264  -0.570
O: -1.262 -1.814 -2.456  0.026
H: -3.279 1.972 4.314  0.048
H: 7.889 -0.211 2.151  0.050
H: 1.778 -6.463 -0.953  0.052
H: -1.695 1.821 3.497  0.045
H: 8.915 -0.338 0.701  0.047
C: -5.273 1.814 -0.939  -0.265
H: -2.930 2.931 2.855  0.048
C: -5.300 3.129 -3.276  -0.264
H: 2.536 -7.944 -1.585  0.053
O: -1.305 3.783 9.642  -0.557
C: 3.767 -7.016 -3.988  -0.267
C: -0.354 1.194 -3.039  0.045
C: -0.094 -1.423 -2.225  -0.288
H: -1.861 1.103 10.479  0.056
H: 4.659 -6.657 -3.471  0.060
H: -0.716 3.429 6.833  0.033
O: 6.740 0.229 -1.218  -0.559
C: 0.038 -1.662 -6.751  -0.259
C: -2.461 -0.814 -7.228  -0.261
C: 1.179 3.142 -1.837  0.000
H: 1.306 2.599 8.926  0.052
H: 3.055 -2.695 -0.849  0.120
C: -1.362 1.668 11.268  -0.275
H: -2.307 -0.813 0.251  0.061

***

# 4
Entry from the Open Molecules 2025 dataset: C24H50Br20NO6S2 as an isolated structure (ωB97M-V/def2-TZVPD).

Summary:
**Charge**: -1
**E**: -53727.34373 a.u.
**LUMO**: 1.5 eV
**Relative energy (zero: lowest compared OMol25 entry of this formula, charge and spin)**: 36.43 kcal per mole

Each line ends with the Löwdin charge.
Cartesian coordinates (Å):
H: -5.805 2.823 0.139  0.037
N: -3.271 -0.456 -5.463  -0.270
Br: -3.334 -7.080 1.217  0.618
Br: 5.640 -7.584 3.512  0.593
Br: -1.260 8.204 2.996  0.670
C: 5.570 2.013 0.501  -0.680
H: 0.535 4.665 1.536  0.065
H: 1.701 3.786 6.451  0.026
H: 1.340 -2.726 -3.765  -0.029
H: 3.026 5.261 1.200  -0.011
H: -3.599 1.826 -1.751  0.016
Br: -1.020 -8.496 3.669  0.600
O: -4.488 0.886 -3.872  -0.364
H: -3.884 -7.945 3.478  0.043
H: -2.750 9.876 1.958  0.056
S: -3.449 -0.073 -3.914  0.451
H: -7.472 7.488 -2.271  0.047
Br: 2.795 7.736 1.199  0.591
H: 7.346 -8.655 0.259  0.053
C: 0.940 -4.520 2.459  -0.689
H: 0.463 -3.033 -5.215  0.073
H: -2.107 -6.595 4.801  0.059
Br: 4.267 -0.369 1.370  0.623
C: -0.507 -1.793 -3.824  -0.304
Br: 3.368 -1.081 -2.986  0.705
H: 2.026 3.707 8.187  0.055
H: 5.766 -1.575 -2.781  0.059
Br: -2.481 6.652 -0.073  0.618
O: -0.752 -0.959 -4.929  -0.225
H: 4.426 2.952 7.571  0.045
C: -2.041 -6.847 3.747  -0.699
C: -5.449 2.464 -0.816  -0.675
C: 5.537 0.541 0.211  -0.702
H: 6.499 0.084 0.419  0.062
C: -4.651 -2.606 -3.532  -0.297
H: 2.649 -4.450 1.132  -0.015
H: -5.637 -2.708 -3.222  0.102
Br: -3.137 1.676 0.690  0.592
O: -2.286 0.448 -3.300  -0.313
H: 5.909 -3.908 -2.349  0.053
H: 1.930 5.807 -0.072  0.057
Br: -0.275 -4.205 0.971  0.628
C: 0.991 5.602 1.836  -0.701
C: 0.415 -2.897 -4.187  -0.057
H: 5.588 2.234 1.559  0.043
H: -7.115 5.773 -2.500  0.059
H: 6.720 -9.519 2.436  0.053
H: -1.467 -6.093 3.232  0.002
H: -3.546 3.424 -0.992  0.038
H: 5.247 0.329 -0.808  0.012
H: -3.330 -1.685 -2.178  0.088
C: -2.278 8.994 1.540  -0.673
Br: 3.729 -4.579 -1.463  0.626
C: 4.914 -2.030 -2.283  -0.688
Br: 2.181 -6.871 1.445  0.579
H: -4.661 -2.503 -4.567  0.085
H: -4.617 6.444 -2.644  0.033
Br: -6.335 6.522 -0.285  0.636
H: -1.403 -2.104 -3.406  0.062
C: 6.894 -7.970 0.969  -0.694
H: 4.943 -1.804 -1.227  0.002
H: -0.047 -1.218 -3.092  0.098
Br: 1.503 5.355 3.700  0.595
C: -6.711 6.727 -2.180  -0.677
O: -3.987 -3.749 -3.189  -0.021
O: -2.246 -2.786 -5.454  -0.271
S: -2.029 -1.425 -5.760  0.413
H: -3.088 -3.562 -3.198  0.029
H: 3.145 1.782 7.238  0.055
H: -3.845 7.527 1.810  0.045
H: -4.043 -6.186 3.401  0.058
C: -3.306 8.032 1.021  -0.714
Br: 4.002 2.884 -0.245  0.671
C: -4.050 -1.387 -2.865  -0.210
H: -5.851 3.083 -1.610  0.047
Br: 5.734 -6.822 -0.089  0.588
H: 0.457 -5.226 3.117  0.020
H: 7.660 -7.339 1.397  0.044
H: 5.195 -9.139 1.625  0.047
H: -4.012 8.535 0.368  0.009
H: 0.251 6.381 1.814  -0.064
H: 4.651 -3.745 -3.584  0.053
H: -1.565 9.293 0.784  0.052
C: 2.276 -5.004 1.980  -0.686
H: 1.036 -3.564 2.963  0.060
C: 2.475 3.813 7.205  -0.698
Br: 4.073 2.654 5.130  0.591
C: -3.948 2.420 -0.914  -0.673
C: -3.407 -7.031 3.156  -0.701
C: 4.921 -3.512 -2.564  -0.656
Br: -4.931 8.909 -2.686  0.608
C: 3.532 2.766 6.995  -0.696
O: -1.705 -1.235 -7.096  -0.274
H: 3.008 -4.968 2.782  0.059
C: -5.459 7.052 -2.943  -0.679
C: 6.116 -8.725 2.010  -0.692
Br: -6.251 0.713 -1.095  0.704
H: 0.080 -3.807 -3.800  0.069
C: 2.185 5.898 0.978  -0.712
Br: 3.227 5.608 7.180  0.593
H: -4.794 -0.925 -2.316  -0.034
H: 6.422 2.482 0.021  0.058
H: -5.624 6.944 -4.009  0.061

***

# 5
Entry from the Open Molecules 2025 dataset: C24H50ClNO2P2PbSi2 as an isolated structure (ωB97M-V/def2-TZVPD).

Summary:
**Charge**: 0
**E**: -3064.38067 a.u.
**LUMO**: -0.9 eV

Each line ends with the Löwdin charge.
Cartesian coordinates (Å):
C: -2.342 4.211 -1.867  -0.176
H: -1.569 4.110 -2.639  0.016
Si: -2.642 2.656 -0.890  0.478
C: 1.902 -3.329 1.928  -0.547
C: 1.720 1.616 4.548  -0.176
H: 0.590 3.407 -0.732  0.081
H: -5.021 3.168 -0.473  0.030
H: 5.018 -0.934 3.553  0.083
H: -2.293 -2.364 -1.999  0.061
H: 4.394 -2.008 0.626  0.071
H: -2.073 0.361 4.352  0.035
C: -3.212 -0.834 -4.264  -0.124
P: -1.235 0.326 -2.582  0.877
C: 3.382 -0.807 2.171  -0.550
C: -4.182 2.817 0.140  -0.170
H: 1.648 -2.537 -2.068  -0.043
O: -1.300 -1.894 -0.062  -0.380
H: -2.206 1.459 1.961  0.085
C: -1.221 0.914 4.764  -0.173
C: 0.011 1.628 2.065  -0.361
H: -3.286 4.526 -2.336  0.032
H: 4.201 -2.488 3.319  0.072
C: 1.739 -3.902 3.333  -0.126
H: 1.657 0.996 -3.336  0.055
H: 1.531 2.697 4.462  0.043
H: -1.507 1.027 -5.583  0.072
H: 1.354 1.799 -4.891  0.081
H: -1.499 1.972 4.845  0.043
H: 1.157 -1.449 4.236  0.042
H: 3.198 0.269 2.337  0.085
C: 4.289 -0.958 0.939  -0.124
C: -1.271 1.713 1.469  -0.209
H: 2.447 -1.505 -3.318  0.019
H: -3.380 1.471 -2.892  0.043
H: -2.032 4.974 -1.138  0.042
C: 0.918 2.325 1.205  -0.204
H: -3.282 0.068 -4.879  0.058
H: 1.891 -4.986 3.263  0.081
P: 1.676 -1.486 1.841  0.865
C: 0.950 -4.070 0.982  -0.124
H: 1.062 -5.148 1.157  0.080
C: -1.175 2.402 0.233  -0.357
H: -4.460 1.859 0.599  0.032
H: 3.386 -2.064 -1.899  0.022
H: -0.313 2.451 -3.110  0.084
H: 1.978 2.507 1.402  0.081
H: 2.936 -3.477 1.572  0.099
C: -1.814 -1.054 -3.692  -0.541
H: 0.909 0.091 -4.682  0.069
H: 0.724 -3.727 3.711  0.080
H: 5.287 -0.587 1.208  0.082
C: 0.951 1.068 -4.177  -0.129
C: -1.768 -2.400 -2.965  -0.132
H: -3.344 0.379 -1.469  0.041
H: -0.292 -1.562 3.189  0.048
H: 1.714 1.338 5.614  0.032
H: -0.738 -2.746 -2.798  0.060
H: 2.467 -3.507 4.048  0.060
H: 1.182 -3.888 -0.076  0.059
H: 3.933 -0.371 0.079  0.059
H: -3.967 -0.789 -3.468  0.082
C: -1.323 1.902 -4.943  -0.114
H: -0.104 -3.811 1.163  0.071
C: 2.595 -2.337 -2.614  -0.589
C: 4.034 -1.406 3.423  -0.113
C: 0.189 2.802 0.083  -0.202
H: -1.016 0.538 5.775  0.030
H: 3.452 -1.210 4.334  0.073
C: -2.778 1.148 -2.025  -0.402
H: -2.283 2.344 -4.643  0.071
Si: 0.294 0.767 3.693  0.476
H: -3.451 -1.690 -4.905  0.081
H: 2.702 1.383 4.116  0.014
N: -1.787 -1.162 0.916  -0.222
Cl: 3.103 -3.769 -3.515  0.505
C: 0.679 -1.047 3.324  -0.406
Pb: 0.600 -0.494 -0.573  1.174
H: -0.796 2.648 -5.553  0.082
H: -3.998 3.549 0.935  0.042
H: -2.261 -3.158 -3.587  0.080
C: -0.439 1.553 -3.740  -0.550
H: -1.064 -1.066 -4.502  0.099
O: -2.810 -0.518 0.653  -0.076